1.
{
  "formula": "C42H84F24N9O21S8",
  "method": "ωB97M-V/def2-TZVPD",
  "elements": ["C", "C", "C", "O", "C", "N", "H", "H", "H", "H", "H", "H", "H", "H", "H", "H", "H", "H", "C", "C", "C", "N", "C", "C", "C", "C", "C", "C", "H", "H", "H", "H", "H", "H", "H", "H", "H", "H", "H", "H", "H", "H", "H", "H", "H", "H", "H", "H", "C", "C", "C", "N", "C", "C", "C", "C", "C", "C", "H", "H", "H", "H", "H", "H", "H", "H", "H", "H", "H", "H", "H", "H", "H", "H", "H", "H", "H", "H", "C", "O", "C", "C", "N", "H", "H", "C", "C", "O", "C", "H", "H", "H", "H", "H", "H", "H", "H", "H", "H", "H", "H", "H", "H", "C", "O", "C", "C", "N", "H", "H", "C", "C", "O", "C", "H", "H", "H", "H", "H", "H", "H", "H", "H", "H", "H", "H", "H", "H", "C", "F", "F", "F", "S", "O", "O", "N", "S", "O", "O", "C", "F", "F", "F", "C", "F", "F", "F", "S", "O", "O", "N", "S", "O", "O", "C", "F", "F", "F", "C", "F", "F", "F", "S", "O", "O", "N", "S", "O", "O", "C", "F", "F", "F", "C", "F", "F", "F", "S", "O", "O", "N", "S", "O", "O", "C", "F", "F", "F"],
  "coordinates": [[7.08943, 0.14611, -15.88950], [7.16984, 1.03105, -14.60881], [6.74454, 2.50627, -15.04537], [6.61812, 3.46458, -13.90574], [6.07688, 4.60611, -14.45101], [6.22300, 0.52069, -13.49132], [5.28792, 0.24596, -13.75635], [6.70887, -0.18399, -12.95516], [6.23355, 1.29124, -12.83845], [7.65012, 0.61138, -16.70022], [6.10423, -0.20475, -16.19671], [7.71548, -0.74616, -15.88564], [8.18094, 1.01344, -14.20204], [5.84993, 2.49162, -15.66791], [7.51951, 2.91736, -15.69232], [5.20367, 4.61425, -15.10336], [6.89168, 5.10234, -14.97822], [5.86857, 5.17522, -13.54502], [-2.42778, 6.16528, -15.62196], [-1.07049, 6.00237, -14.91752], [-1.08995, 4.80428, -13.89542], [0.06288, 4.78993, -12.98310], [-0.31336, 3.69332, -11.93767], [0.71213, 3.40029, -10.95188], [1.05088, 4.70268, -10.18975], [1.44514, 5.89586, -11.04768], [0.42800, 6.11593, -12.22991], [1.20122, 4.40932, -13.91838], [-3.21761, 6.03074, -14.88293], [-2.58099, 5.44607, -16.42655], [-2.47396, 7.19840, -15.96641], [-0.74261, 6.91899, -14.42719], [-0.40733, 5.72202, -15.73588], [-1.08559, 3.82544, -14.37496], [-1.99299, 4.88651, -13.29055], [-1.21157, 4.14342, -11.51491], [-0.68927, 2.81548, -12.46322], [0.33841, 2.61716, -10.29223], [1.50408, 2.80712, -11.40911], [0.10762, 4.85779, -9.66600], [1.89625, 4.58977, -9.51100], [1.67064, 6.71170, -10.36091], [2.44279, 5.64543, -11.40835], [-0.45122, 6.71555, -11.99427], [0.91108, 6.74163, -12.98040], [0.95202, 3.44818, -14.36807], [2.06831, 4.43107, -13.25825], [1.35114, 5.15069, -14.70323], [8.21441, 1.98779, -6.46072], [9.66220, 1.49993, -6.14305], [10.97033, 2.22950, -6.65660], [11.28605, 3.69501, -6.19646], [12.75339, 4.16248, -6.46520], [13.73813, 3.57632, -5.45265], [13.40815, 3.82116, -3.95321], [11.89320, 3.43724, -3.73220], [10.86410, 4.05554, -4.75417], [10.36003, 4.65757, -7.03895], [7.50102, 1.27389, -6.04898], [8.04812, 2.01305, -7.53766], [7.96578, 2.95225, -6.01788], [9.97381, 0.52089, -6.50701], [9.73046, 1.36164, -5.06402], [10.98984, 2.14059, -7.74279], [11.75461, 1.58398, -6.26126], [12.94483, 3.84387, -7.48987], [12.71544, 5.25134, -6.49754], [13.70514, 2.49461, -5.58269], [14.78611, 3.86407, -5.53663], [14.06194, 3.12868, -3.42301], [13.73065, 4.84470, -3.76224], [11.74106, 2.36146, -3.64473], [11.49917, 3.85943, -2.80776], [9.92994, 3.51872, -4.58902], [10.76939, 5.13179, -4.60990], [9.31008, 4.79431, -6.78010], [10.35684, 4.46285, -8.11141], [10.80490, 5.64384, -6.90679], [-0.65988, 2.27244, -5.92693], [0.43299, 2.95020, -6.59904], [1.20908, 3.60267, -5.64015], [2.38248, 2.82672, -5.18801], [2.96312, 2.03599, -6.41874], [3.18467, 1.10772, -6.08809], [2.30790, 2.06476, -7.18682], [4.36543, 2.60879, -6.93035], [4.65103, 1.93606, -8.31337], [3.52825, 1.91294, -9.19626], [3.53117, 0.91877, -10.17581], [-0.45538, 1.52845, -5.15702], [-1.14590, 1.69525, -6.71354], [-1.33924, 3.06739, -5.61932], [0.61752, 3.63171, -4.72510], [1.58492, 4.52524, -6.08254], [2.15920, 2.02112, -4.48855], [3.11136, 3.52212, -4.77176], [5.05937, 2.51565, -6.09496], [4.26614, 3.66881, -7.16401], [5.01709, 0.91212, -8.23825], [5.44430, 2.50067, -8.80330], [3.62920, -0.06873, -9.72487], [4.47758, 0.91621, -10.71655], [2.65129, 0.92288, -10.81916], [-7.24598, -2.54441, -10.44158], [-6.03160, -1.83354, -10.54285], [-4.96533, -2.49468, -9.86738], [-3.81016, -1.43151, -9.81230], [-4.29735, -0.16444, -9.05014], [-5.25482, 0.12911, -9.18122], [-4.34510, -0.46290, -8.08643], [-3.34227, 1.02232, -9.29023], [-3.91625, 2.11791, -8.43266], [-5.17109, 2.51442, -9.04664], [-6.20703, 2.92691, -8.17909], [-7.05967, -3.61682, -10.49924], [-7.88743, -2.10218, -11.20386], [-7.64123, -2.34051, -9.44644], [-4.64416, -3.29120, -10.53858], [-5.22095, -2.79148, -8.85020], [-3.56504, -1.12509, -10.82922], [-3.01098, -1.95760, -9.29014], [-3.56213, 1.29824, -10.32156], [-2.29736, 0.75240, -9.13722], [-3.24666, 2.97360, -8.51945], [-3.90255, 1.83902, -7.37903], [-7.17031, 3.23359, -8.58670], [-5.90503, 3.73205, -7.50928], [-6.42392, 2.03777, -7.58706], [1.56253, -1.21519, -6.42605], [1.54344, -0.14620, -7.22346], [0.91938, -1.02383, -5.29359], [1.02599, -2.19882, -7.11065], [3.48350, -1.62532, -6.13100], [3.58668, -2.96070, -5.50395], [4.05983, -1.62409, -7.41619], [3.95256, -0.23758, -5.18066], [4.64170, -0.78341, -3.97873], [3.93838, -1.65637, -3.07764], [5.99791, -1.11115, -4.36318], [4.87459, 0.85943, -2.82683], [5.69917, 0.63205, -1.78550], [5.37276, 1.93676, -3.57636], [3.64688, 1.06283, -2.37329], [7.20249, 4.15827, -10.42343], [6.56199, 3.29258, -11.21378], [7.64110, 3.57099, -9.33808], [8.18377, 4.70222, -11.12585], [5.97095, 5.60624, -9.95741], [5.76152, 6.31254, -11.22947], [4.77683, 5.00998, -9.37783], [6.94792, 6.57704, -8.96262], [5.97213, 6.80787, -7.74825], [4.71273, 7.57107, -8.06678], [5.91156, 5.71590, -6.75872], [7.02599, 8.08352, -6.83144], [6.91090, 9.20097, -7.57617], [6.58805, 8.28524, -5.61592], [8.24006, 7.59035, -6.71944], [0.31619, 6.83861, -2.08849], [0.44845, 7.85116, -2.91898], [-0.05324, 7.30196, -0.91922], [-0.72325, 6.15824, -2.52546], [2.02374, 5.78328, -1.83468], [1.87210, 5.21287, -0.47067], [1.90257, 4.79497, -2.92938], [3.21736, 7.02772, -1.90528], [4.06272, 6.91694, -3.19495], [5.27116, 7.68809, -2.89141], [4.30969, 5.58782, -3.77534], [3.15420, 7.98570, -4.67671], [3.85964, 7.96537, -5.75300], [2.04773, 7.41371, -4.97149], [2.90268, 9.24106, -4.28995], [-2.52075, 5.89177, -8.04097], [-1.67595, 4.91014, -7.55612], [-1.79311, 6.46651, -9.05370], [-3.55635, 5.40035, -8.60315], [-2.94312, 7.24348, -6.61090], [-2.81247, 6.47779, -5.39815], [-1.96431, 8.25613, -6.78593], [-4.54275, 7.88657, -6.90117], [-5.51399, 7.12754, -5.99815], [-5.41376, 5.66627, -6.07824], [-5.60921, 7.61848, -4.62498], [-7.20935, 7.69693, -6.79835], [-7.19314, 7.43175, -8.11996], [-8.23481, 6.93022, -6.36651], [-7.36901, 9.04117, -6.55734]],
  "orbital_gap_ev": [2.672, 6.904],
  "energy_ev": -253203.823,
  "spin_multiplicity": 2,
  "lumo_ha": [-0.047, -0.048]
}

---

2.
{
  "formula": "C5H11NO2",
  "method": "ωB97M-V/def2-TZVPD",
  "elements": ["N", "C", "C", "O", "C", "C", "C", "O", "H", "H", "H", "H", "H", "H", "H", "H", "H", "H", "H"],
  "coordinates": [[0.71952, 1.62823, 1.34984], [-0.44373, 1.27955, 0.54599], [-1.77176, 1.34774, 1.25845], [-1.90933, 1.09354, 2.42348], [-0.26662, -0.20373, 0.11686], [0.74527, -0.33590, -1.01613], [1.13496, -1.76991, -1.33045], [0.06239, -2.71254, -1.14613], [0.63326, 2.54365, 1.78431], [0.74008, 1.05071, 2.19925], [-0.42389, 1.88770, -0.35826], [-2.63285, 1.61403, 0.61014], [0.03550, -0.73759, 1.01588], [-1.22655, -0.60889, -0.18789], [0.25280, 0.11760, -1.88599], [1.62720, 0.27342, -0.82812], [1.82768, -2.12411, -0.57448], [1.60765, -1.90165, -2.30561], [-0.71158, -2.44184, -1.67114]],
  "smiles": "N[C@H](C=O)CCCO",
  "orbital_gap_ev": 10.346,
  "energy_ev": -10947.723,
  "lumo_ha": 0.030,
  "relative_energy_kcal_mol": 35.6
}

---

3.
{
  "formula": "C27H45GaN4O4SSb2",
  "method": "ωB97M-V/def2-TZVPD",
  "elements": ["Ga", "C", "C", "C", "C", "C", "C", "C", "S", "O", "O", "N", "C", "C", "O", "O", "H", "H", "H", "H", "H", "H", "H", "H", "H", "C", "Sb", "C", "C", "C", "C", "C", "C", "C", "C", "C", "Sb", "C", "C", "H", "H", "H", "H", "H", "H", "H", "H", "H", "H", "H", "H", "H", "H", "H", "H", "H", "H", "H", "H", "N", "C", "C", "C", "N", "C", "C", "N", "C", "H", "H", "H", "H", "H", "H", "H", "H", "H", "H", "H", "H", "H", "H", "H", "H"],
  "coordinates": [[0.29499, 0.42144, -1.32923], [1.11224, -6.37856, 3.68526], [0.70584, -5.04235, 3.12936], [1.48150, -4.39455, 2.16692], [1.10747, -3.16416, 1.65417], [-0.05883, -2.56767, 2.12917], [-0.84538, -3.18338, 3.09483], [-0.45698, -4.42022, 3.57927], [-0.52676, -1.01032, 1.49563], [-1.92800, -0.72826, 1.99441], [-0.59125, -1.18697, 0.00412], [0.33404, 0.14660, 1.94513], [1.79398, 0.11487, 2.05781], [2.37336, 0.65437, 0.75499], [3.02774, 1.72404, 0.79164], [2.08829, 0.02611, -0.30787], [2.02834, -6.74360, 3.22517], [0.32758, -7.11880, 3.52411], [1.27586, -6.31117, 4.76147], [2.39814, -4.85829, 1.82300], [1.72607, -2.66376, 0.92014], [-1.74121, -2.70105, 3.46096], [-1.06640, -4.91001, 4.32916], [2.19132, -0.88142, 2.26487], [2.08050, 0.77106, 2.87466], [2.65167, 4.45375, 1.97489], [2.17272, 3.64770, 0.06693], [4.04662, 4.13522, -0.81665], [1.40024, 6.11241, -0.83436], [0.25345, 6.05360, -0.11046], [0.18849, 6.65659, 1.21607], [-0.97180, 6.76229, 1.87656], [-2.22137, 6.26221, 1.31284], [-2.22702, 5.63635, 0.13384], [-0.98806, 5.40616, -0.61646], [-0.99220, 4.59139, -1.67715], [-2.50680, 1.33590, 1.44511], [-3.53841, 1.45173, 3.29617], [-4.16978, 0.49421, 0.39873], [2.96089, 5.49264, 1.87449], [3.48531, 3.85716, 2.34145], [1.81095, 4.38539, 2.66108], [4.26342, 5.18794, -0.64505], [4.05036, 3.93152, -1.88488], [4.79797, 3.52357, -0.31982], [1.43899, 5.82318, -1.87671], [2.26011, 6.64356, -0.44124], [1.09842, 7.07660, 1.62652], [-0.99830, 7.25880, 2.83831], [-3.14201, 6.41239, 1.86096], [-3.14966, 5.26169, -0.29357], [-0.09512, 4.33058, -2.22156], [-1.92161, 4.16089, -2.02849], [-4.38632, 2.12765, 3.18147], [-2.88372, 1.81742, 4.08248], [-3.89642, 0.45220, 3.53365], [-5.06316, 1.08052, 0.61823], [-4.31536, -0.52233, 0.76122], [-3.99932, 0.49433, -0.67605], [-0.65935, -1.71801, -4.45764], [-0.37129, -3.16909, -4.59937], [-1.42374, -3.95303, -3.80676], [-1.26250, -3.78005, -2.29719], [-1.58017, -2.34510, -1.92288], [0.14195, -4.12932, -1.84225], [1.24833, -3.41643, -2.60797], [1.32491, -2.01215, -2.16674], [1.03673, -3.51715, -4.11622], [-1.39238, -1.45103, -5.10666], [0.15380, -1.15997, -4.69335], [-1.20381, -1.75819, -2.71092], [-0.43661, -3.46044, -5.64933], [-1.31887, -5.01707, -4.02536], [-2.43128, -3.67052, -4.12562], [-1.97442, -4.40871, -1.76517], [-1.14915, -2.06807, -1.02730], [-2.58614, -2.19939, -1.85927], [0.25960, -5.20365, -2.00167], [0.24857, -3.96204, -0.76524], [2.17974, -3.93792, -2.36700], [2.16378, -1.58764, -2.55527], [1.47887, -2.00338, -1.16437], [1.23121, -4.55186, -4.40936], [1.77659, -2.90901, -4.64477]],
  "orbital_gap_ev": 7.131,
  "total_charge": 2,
  "energy_ev": -119151.565,
  "lumo_ha": -0.198,
  "relative_energy_kcal_mol": 52.1
}

---

4.
{
  "formula": "C4H7NO4S2",
  "method": "ωB97M-V/def2-TZVPD",
  "elements": ["C", "C", "C", "C", "N", "O", "O", "O", "O", "S", "S", "H", "H", "H", "H", "H", "H", "H"],
  "coordinates": [[-1.62395, 0.36383, -0.45926], [-0.00987, 0.14175, -0.30823], [0.54914, -2.12864, -1.70748], [1.17084, 1.52738, 1.87418], [-2.09517, 0.79060, 0.82143], [-1.48164, 0.73633, 1.85568], [-3.22590, 1.25248, 0.79234], [-0.08632, 0.22116, -2.84734], [2.01890, -0.67936, 0.79986], [0.81172, -0.27606, -1.85057], [0.73956, -0.15704, 1.27099], [-2.02960, 0.56952, -1.36231], [-0.40996, -2.20788, -1.16435], [1.26789, -2.65799, -1.07358], [0.74277, -2.68421, -2.61245], [2.14357, 1.39520, 1.48034], [0.99624, 1.49704, 2.98990], [0.52180, 2.29588, 1.50086]],
  "orbital_gap_ev": 7.192,
  "energy_ev": -35603.645,
  "lumo_ha": -0.078,
  "relative_energy_kcal_mol": 116.5
}